DFT (the ωB97M-V functional and the def2-TZVPD basis) results for a structure of composition C37H29F3N8O2Pb in a non-equilibrium geometry.

Results
Electronic energy   -2508.1902 a.u.
Strongest force on any atom   4.02 eV Å⁻¹
Molar mass   881.89 g mol⁻¹

```
80
C37H29F3N8O2Pb (the ωB97M-V functional and the def2-TZVPD basis)
Pb -8.2537 2.2938 -14.6664
C -11.0906 7.5628 -16.3873
N -10.1966 6.4178 -16.3576
C -10.0750 5.4411 -15.4257
N -9.1158 4.5851 -15.7880
C -8.7291 5.0742 -17.0222
N -9.3845 6.1188 -17.4201
C -12.5323 7.2297 -16.7204
C -13.4831 8.2099 -16.4142
C -14.8421 8.0153 -16.5554
C -15.2953 6.8259 -17.0781
C -14.3441 5.8392 -17.4543
C -12.9638 6.0352 -17.2682
C -14.8503 4.5685 -17.8887
N -16.1098 4.2003 -18.0438
N -16.1331 2.8566 -18.3990
C -14.8765 2.4350 -18.4681
O -13.9805 3.4971 -18.1922
C -14.3345 1.1691 -18.8482
C -15.1861 0.0492 -18.9091
C -14.6200 -1.1904 -19.1887
C -13.2646 -1.2792 -19.4558
C -12.4301 -0.1438 -19.4279
C -10.9475 -0.3421 -19.7183
N -10.0396 0.2714 -18.7428
C -10.1922 0.6490 -17.4563
N -9.0070 0.9515 -16.9471
C -8.1446 0.7128 -17.9618
N -8.7089 0.2664 -19.0555
C -12.9594 1.0869 -19.1619
H -10.7066 8.2115 -17.1861
H -10.9920 8.0097 -15.3868
H -10.6570 5.4070 -14.5101
H -7.9174 4.6512 -17.6333
H -13.1327 9.1506 -16.0269
H -15.5289 8.7939 -16.2232
H -16.3475 6.5708 -17.1702
H -12.2512 5.2382 -17.5365
H -16.2494 0.1324 -18.6494
H -15.2011 -2.0872 -19.2501
H -12.8318 -2.2109 -19.7797
H -10.6636 0.0010 -20.7238
H -10.7305 -1.4282 -19.7007
H -11.1507 0.7316 -16.9530
H -7.0595 0.7038 -17.8691
H -12.3619 1.9940 -19.0305
F -8.2800 -0.2523 -12.6729
C -8.6509 0.0206 -13.9746
F -10.0153 -0.1468 -14.0106
F -8.1452 -1.0107 -14.7350
C -9.5303 3.3204 -12.8420
C -10.7448 3.4431 -12.3743
C -11.9698 3.4413 -11.8117
C -12.2866 2.3598 -10.8597
C -12.2166 1.0040 -11.2369
C -12.3171 0.0064 -10.2790
C -12.6046 0.3628 -8.9560
C -12.7472 1.6854 -8.5751
C -12.5869 2.6744 -9.5257
C -12.8346 4.6352 -11.8672
C -12.3219 5.8393 -12.3695
C -13.0872 6.9997 -12.4346
C -14.3590 6.9891 -11.8690
C -14.9018 5.8068 -11.3675
C -14.1664 4.6235 -11.3823
H -12.0399 0.7158 -12.2697
H -12.0483 -1.0344 -10.5428
H -12.7017 -0.4360 -8.2049
H -12.9414 1.9421 -7.5290
H -12.6703 3.7153 -9.2674
H -11.2781 5.8922 -12.6978
H -12.6998 7.9094 -12.8753
H -14.9420 7.9179 -11.7825
H -15.9468 5.8491 -11.0352
H -14.5730 3.7259 -10.9372
C -8.0020 3.7781 -11.0417
O -8.4319 4.0112 -12.3888
H -8.6144 4.4020 -10.3825
H -6.9535 4.0859 -11.0118
H -8.0925 2.7100 -10.8109
```

Mulliken population analysis, charges in e, atoms 1 to 8: number 1, Pb, carries 1.174; number 2, C, carries -1.073; number 3, N, carries 0.906; number 4, C, carries -0.359; number 5, N, carries -0.011; number 6, C, carries -0.361; number 7, N, carries -0.958; number 8, C, carries 0.779